#a
This record from the Open Molecules 2025 dataset describes C4H5NO2 in the gas phase. The level of theory is ωB97M-V/def2-TZVPD.

Last column: Mulliken charge in e.
Geometry (Å):
O (0.38747, 0.49247, 2.48785)  -0.63
C (0.23537, 0.25514, 1.30662)  0.23
N (-0.74392, 0.81166, 0.54847)  -0.14
C (-0.85858, 0.31684, -0.81883)  -0.56
C (0.34219, -0.62308, -0.90781)  -0.11
O (1.57802, 0.03829, -0.70730)  -0.41
C (1.01073, -0.66947, 0.39513)  0.01
H (-1.30170, 1.46170, 1.08269)  0.20
H (-0.78115, 1.10832, -1.57522)  0.27
H (-1.79077, -0.23596, -0.99815)  0.28
H (0.35349, -1.44935, -1.61539)  0.44
H (1.56885, -1.50656, 0.80194)  0.42

Computed properties:
Structure (SMILES): O=C1NC[C@H]2O[C@@H]12
E_HOMO: -9.7 eV
LUMO level: 0.8651 eV

***

#b
This record from the Open Molecules 2025 dataset describes C4H5NO2 in the gas phase. The level of theory is ωB97M-V/def2-TZVPD.

Last column: Mulliken charge in e.
Geometry (Å):
O (2.47851, -0.38613, -0.65949)  -0.32
C (1.16321, -0.28619, -0.59626)  -0.84
C (0.60256, 0.33557, 0.57657)  0.35
C (-0.56666, 1.22676, 0.19107)  -0.42
N (-0.78559, -0.03083, 0.80815)  -0.18
C (-1.40110, -1.07548, 0.10021)  0.14
O (-2.37530, -0.92550, -0.59254)  -0.50
H (2.16622, -0.78224, -1.52657)  0.57
H (1.22402, 0.56385, 1.43524)  0.34
H (-0.81539, 1.31368, -0.86590)  0.29
H (-0.73568, 2.10538, 0.80527)  0.23
H (-0.95479, -2.05887, 0.32425)  0.35

Computed properties:
E_HOMO: -9.1 eV
LUMO level: 0.4125 eV

***

#c
This record from the Open Molecules 2025 dataset describes C4H5NO2 in the gas phase. The level of theory is ωB97M-V/def2-TZVPD.

Last column: Mulliken charge in e.
Geometry (Å):
O (-1.72917, 0.44761, 0.96520)  -0.44
C (-0.81198, -0.31752, 1.17288)  -0.05
C (0.57463, 0.14612, 0.76622)  -0.03
C (1.39359, -0.23208, -0.39636)  -0.28
N (0.46279, 0.91363, -0.49006)  -0.45
C (-0.75525, 0.43293, -1.11213)  0.17
O (-1.04076, -0.74226, -1.17577)  -0.49
H (-0.98178, -1.25313, 1.71523)  0.36
H (1.06689, 0.63501, 1.60929)  0.31
H (1.13671, -1.10046, -0.99114)  0.24
H (2.43709, 0.07560, -0.40786)  0.26
H (-1.37399, 1.21246, -1.55963)  0.39

Computed properties:
Structure (SMILES): O=C[C@H]1CN1C=O
E_HOMO: -10.2 eV
LUMO level: 0.5080 eV

***

#d
This record from the Open Molecules 2025 dataset describes C4H5NO2 in the gas phase. The level of theory is ωB97M-V/def2-TZVPD.

Last column: Mulliken charge in e.
Geometry (Å):
O (2.55209, -0.65915, -0.48026)  -0.47
C (1.42388, -0.26122, -0.64096)  -0.14
C (0.68072, 0.46638, 0.44761)  0.07
C (-0.55153, 1.20191, 0.09211)  -0.41
N (-0.65463, -0.00138, 0.90396)  -0.33
C (-1.17509, -1.16379, 0.26119)  0.12
O (-1.29756, -1.32548, -0.92561)  -0.46
H (0.89075, -0.38897, -1.60004)  0.37
H (1.31802, 0.80601, 1.25974)  0.34
H (-0.89887, 1.13534, -0.93802)  0.27
H (-0.79883, 2.11373, 0.62829)  0.24
H (-1.48896, -1.92338, 0.99198)  0.39

Computed properties:
Structure (SMILES): O=C[C@H]1CN1C=O
E_HOMO: -10.0 eV
LUMO level: 0.4028 eV

***

Stability summary: most stable #a, least stable #b.

***

#a
This record from the Open Molecules 2025 dataset describes C4H5NO2 in the gas phase. The level of theory is ωB97M-V/def2-TZVPD.

Last column: Mulliken charge in e.
Geometry (Å):
O (2.07604, 1.39127, 1.29234)  -0.43
C (2.11986, 0.36030, 0.67018)  -0.05
C (0.92200, -0.32754, 0.02498)  0.67
O (1.18782, -0.86424, -1.02540)  -0.50
N (-0.36933, -0.16759, 0.58982)  -0.34
C (-1.46809, -0.78811, -0.14916)  -0.27
C (-1.25431, 0.66371, -0.25567)  -0.37
H (3.04523, -0.13597, 0.29505)  0.32
H (-2.26831, -1.13084, 0.49310)  0.24
H (-1.23771, -1.37238, -1.03537)  0.25
H (-0.92164, 1.01605, -1.23913)  0.24
H (-1.83156, 1.35534, 0.33926)  0.23

Computed properties:
Structure (SMILES): O=CC(=O)N1CC1
E_HOMO: -10.1 eV
LUMO level: -0.2594 eV

***

#b
This record from the Open Molecules 2025 dataset describes a molecular structure, C4H5NO2. The level of theory is ωB97M-V/def2-TZVPD.

Last column: Mulliken charge in e.
Geometry (Å):
N (1.90343, -0.21725, -0.74149)  -0.57
C (0.53698, -0.33812, -0.47973)  0.91
C (-0.40690, 0.86167, -0.48612)  -0.99
C (-1.08454, 0.30181, 0.53501)  0.55
O (-2.06426, 0.68585, 1.36130)  -0.50
C (-0.30480, -0.97728, 0.56902)  -0.59
O (-0.16237, -1.51055, -0.79409)  -0.46
H (2.44508, -1.02590, -0.46790)  0.23
H (2.28471, 0.64734, -0.37524)  0.24
H (-0.67597, 1.57189, -1.25920)  0.37
H (-2.14190, 1.64563, 1.26470)  0.35
H (-0.13545, -1.66439, 1.38939)  0.45

Computed properties:
E_HOMO: -8.4 eV
LUMO level: 0.6645 eV

***

#c
This record from the Open Molecules 2025 dataset describes C4H5NO2 in the gas phase. The level of theory is ωB97M-V/def2-TZVPD.

Last column: Mulliken charge in e.
Geometry (Å):
O (1.81105, 1.43882, 1.14646)  -0.44
C (2.02989, 0.48346, 0.44738)  0.04
C (0.96924, -0.51442, -0.01678)  0.47
O (1.32435, -1.47293, -0.67461)  -0.53
N (-0.30652, -0.29848, 0.46353)  -0.14
C (-1.47892, -0.73261, -0.25646)  -0.36
C (-1.19026, 0.72126, -0.07475)  -0.32
H (3.03315, 0.19676, 0.07479)  0.36
H (-2.22444, -1.18523, 0.40032)  0.23
H (-1.35306, -1.21368, -1.22978)  0.25
H (-0.82622, 1.30356, -0.92639)  0.23
H (-1.78826, 1.27350, 0.64627)  0.22

Computed properties:
Structure (SMILES): O=CC(=O)N1CC1
E_HOMO: -10.0 eV
LUMO level: -0.2963 eV

***

Stability summary: most stable #c, least stable #b.

***

#a
This record from the Open Molecules 2025 dataset describes C4H5NO2 in the gas phase. The level of theory is ωB97M-V/def2-TZVPD.

Last column: Mulliken charge in e.
Geometry (Å):
C (0.51454, 0.64068, 2.42774)  -0.03
C (0.29379, 0.00613, 1.31064)  -0.61
C (0.49393, -1.19844, 0.32680)  0.03
O (0.58575, -0.76881, -0.94438)  -0.23
N (-0.63018, -0.21703, -1.59415)  -0.20
C (-0.86478, 1.13984, -1.27160)  0.24
O (-1.42220, 1.70099, -2.41217)  -0.59
H (0.77633, 1.07320, 3.50500)  0.34
H (1.71148, -1.22354, 0.68914)  0.20
H (-0.15788, -2.24223, 0.77330)  0.30
H (-0.87599, -0.64283, -2.62895)  0.32
H (-0.42478, 1.73205, -0.18137)  0.22

Computed properties:
Structure (SMILES): C#CCONC=O
E_HOMO: -9.7 eV
LUMO level: 0.4057 eV

***

#b
This record from the Open Molecules 2025 dataset describes a molecular structure, C4H5NO2. The level of theory is ωB97M-V/def2-TZVPD.

Last column: Mulliken charge in e.
Geometry (Å):
C (1.23506, -0.78192, 0.79745)  -1.13
C (0.04694, -0.41937, -0.01325)  0.49
C (-1.24969, -0.36423, 0.36607)  -0.48
O (-2.00344, 0.13513, -0.73564)  -0.30
C (-1.03029, 0.99808, -1.12836)  0.79
O (-1.09392, 2.18268, -1.02893)  -0.50
N (0.14463, 0.17906, -1.29809)  -0.38
H (1.80765, -1.58173, 0.31327)  0.30
H (1.89898, 0.08030, 0.92862)  0.33
H (0.90751, -1.13733, 1.77754)  0.31
H (-1.53785, 0.17510, 1.25844)  0.26
H (0.98652, 0.73348, -1.41212)  0.30

Computed properties:
E_HOMO: -9.0 eV
LUMO level: 0.7401 eV

***

Stability summary: most stable #b, least stable #a.

***

#a
This record from the Open Molecules 2025 dataset describes C4H5NO2 in the gas phase. The level of theory is ωB97M-V/def2-TZVPD.

Last column: Mulliken charge in e.
Geometry (Å):
C (-1.07857, 1.73845, 0.56665)  -0.24
N (-0.42579, 0.65839, 0.68745)  -0.40
C (0.89480, 0.64125, 0.21137)  0.13
C (1.43215, -0.48406, -0.25768)  -0.44
O (0.82291, -1.71379, -0.20512)  -0.32
C (-0.50620, -1.89617, -0.45359)  0.21
O (-1.18300, -1.29671, -1.23354)  -0.45
H (-2.12385, 1.77278, 0.87987)  0.26
H (-0.65683, 2.65702, 0.13305)  0.21
H (1.47752, 1.56483, 0.19051)  0.36
H (2.44762, -0.54123, -0.63424)  0.36
H (-0.84047, -2.74114, 0.16041)  0.33

Computed properties:
Structure (SMILES): C=N/C=C\OC=O
E_HOMO: -9.2 eV
LUMO level: 0.6983 eV

***

#b
This record from the Open Molecules 2025 dataset describes C4H5NO2 in the gas phase. The level of theory is ωB97M-V/def2-TZVPD.

Last column: Mulliken charge in e.
Geometry (Å):
H (1.26598, 0.83803, 1.88723)  0.25
N (0.91837, 1.48735, 1.17984)  -0.55
C (0.85333, 0.94077, 0.04008)  -0.07
C (1.30489, -0.46359, -0.33468)  0.54
O (2.46004, -0.74093, -0.48430)  -0.49
O (0.33287, -1.39889, -0.53665)  -0.33
C (-0.90915, -1.08086, -0.00318)  -0.11
C (-1.66582, -0.11238, -0.49003)  -0.55
H (0.51637, 1.55791, -0.79476)  0.39
H (-1.13742, -1.66154, 0.88573)  0.36
H (-2.54345, 0.21833, 0.04975)  0.26
H (-1.39599, 0.41580, -1.39901)  0.29

Computed properties:
Structure (SMILES): [H]/N=C\C(=O)OC=C
E_HOMO: -10.1 eV
LUMO level: 0.7996 eV

***

#c
This record from the Open Molecules 2025 dataset describes C4H5NO2 in the gas phase. The level of theory is ωB97M-V/def2-TZVPD.

Last column: Mulliken charge in e.
Geometry (Å):
C (-1.77473, -0.67282, 0.21581)  -1.08
C (-0.67176, 0.25061, 0.07280)  0.78
C (0.27170, 1.11573, 0.09642)  0.04
O (0.41669, 2.41926, -0.12263)  -0.49
N (1.28392, 0.30882, 0.54856)  -0.56
C (1.69246, -0.79903, -0.12009)  0.19
O (0.98018, -1.55236, -0.75738)  -0.54
H (-1.67128, -1.53797, -0.43813)  0.30
H (-1.90826, -1.00244, 1.24799)  0.28
H (-2.67215, -0.11077, -0.07099)  0.34
H (1.34823, 2.60885, 0.06536)  0.36
H (2.76118, -1.01227, 0.02077)  0.36

Computed properties:
E_HOMO: -8.9 eV
LUMO level: -0.1094 eV

***

Stability summary: most stable #a, least stable #c.

***

#a
This record from the Open Molecules 2025 dataset describes C2 in the gas phase. The level of theory is ωB97M-V/def2-TZVPD.

Last column: Mulliken charge in e.
Geometry (Å):
C (0.81296, 0.31182, 0.18218)  0.00
C (-0.81296, -0.31182, -0.18218)  0.00

Computed properties:
E_HOMO: -9.8 eV
LUMO level: -3.2242 eV

***

#b
This record from the Open Molecules 2025 dataset describes C2 in the gas phase. The level of theory is ωB97M-V/def2-TZVPD.

Last column: Mulliken charge in e.
Geometry (Å):
C (-0.45527, 0.34745, 0.25991)  0.00
C (0.45527, -0.34745, -0.25991)  0.00

Computed properties:
E_HOMO: -11.6 eV
LUMO level: -4.7362 eV

***

Stability summary: most stable #b, least stable #a.

***

#a
This record from the Open Molecules 2025 dataset describes 2 unconnected molecules or ions with the total composition C2. The level of theory is ωB97M-V/def2-TZVPD.

Last column: Mulliken charge in e.
Geometry (Å):
C (0.00000, 0.00000, 1.40090)  0.00
C (0.00000, 0.00000, -1.40090)  0.00

Computed properties:
E_HOMO: -8.0 eV
LUMO level: -2.5911 eV

***

#b
This record from the Open Molecules 2025 dataset describes C2 in the gas phase. The level of theory is ωB97M-V/def2-TZVPD.

Last column: Mulliken charge in e.
Geometry (Å):
C (0.00000, 0.00000, 0.83832)  0.00
C (0.00000, 0.00000, -0.83832)  0.00

Computed properties:
E_HOMO: -10.2 eV
LUMO level: -3.5040 eV

***

Stability summary: most stable #b, least stable #a.